Density functional theory data (wB97M-V/def2-TZVPD) for one molecule with the formula C4H5NO in a non-equilibrium geometry.

Structure (XYZ):
```
11
Properties=species:S:1:pos:R:3:forces:R:3:lowdin_charge:R:1
O -1.76333 -0.42075 -0.07214 -0.1 -0.2 0.1 -0.03
N 2.82423 0.58563 0.29852 -0.8 -0.7 -0.3 0.15
C -1.27696 0.91013 -0.22301 0.1 0.3 0.0 -0.10
C -0.48252 -0.12202 0.43908 0.2 0.0 0.2 -0.32
C 0.68811 -0.84851 -0.19464 0.0 0.0 0.0 -0.12
C 1.90847 -0.07662 0.05406 0.8 0.6 0.2 -0.22
H -1.78013 1.64341 0.40513 0.1 -0.1 -0.1 0.11
H 0.54561 -1.00707 -1.26887 0.0 0.1 0.2 0.13
H -0.39256 -0.06549 1.52526 -0.2 -0.1 -0.1 0.15
H 0.78944 -1.83398 0.27646 0.0 0.1 -0.1 0.13
H -1.06038 1.23527 -1.23986 0.0 -0.2 0.1 0.12
```
Positions in Å, forces in eV/Å.

Summary:
SMILES: N#CC[C@H]1CO1
Charge: 0
Kohn-Sham gap in eV: 11.80
ΔE to the lowest compared entry with this formula, charge and spin in kJ/mol: 153.28
Multiplicity: 1
LUMO in Ha: 0.0316
Highest occupied orbital energy in eV: -10.95

Density functional theory data (wB97M-V/def2-TZVPD) for one molecule with the formula C22H20BrN3O2S.

Structure (XYZ):
```
49
Properties=species:S:1:pos:R:3:forces:R:3:lowdin_charge:R:1
Br -5.19055 2.65987 -0.35781 0.1 -0.2 0.0 0.71
S 7.04498 0.71884 -2.12167 0.4 0.1 -0.3 0.59
O -1.74717 -2.85856 1.61556 0.2 -0.1 -0.3 -0.07
O -3.09085 -2.98155 -0.65362 -0.2 0.0 -0.1 -0.04
N 3.59409 -0.44958 -0.87890 -0.6 -0.6 0.5 0.04
N 4.61168 -0.03830 -1.63642 0.1 0.1 -0.9 -0.03
N 5.75376 1.00279 0.13916 0.1 -0.2 0.1 0.06
C 5.72200 0.57192 -1.14074 0.2 -0.1 -0.1 -0.88
C 2.48393 2.10424 1.45737 0.0 0.0 -0.1 -0.09
C -3.48509 -1.68711 -0.63411 -0.2 0.3 0.0 -0.27
C -3.30103 0.66249 -1.12160 -0.2 0.2 0.1 -0.12
C -0.65652 -2.61076 -0.44826 -0.3 -0.1 0.3 -0.14
C 3.50750 1.84907 0.56481 0.1 0.2 0.2 -0.05
C 0.40070 -1.72165 1.53242 -0.3 -0.1 0.2 0.01
C 2.63380 1.80425 2.80158 0.0 0.0 0.2 -0.10
C -4.70218 -1.43934 0.00818 0.3 -0.2 -0.1 0.00
C 2.62371 -1.08988 -1.40241 0.8 0.3 -0.5 -0.08
C 1.50950 -1.52909 -0.59849 -0.6 -0.3 0.5 -0.20
C 4.85028 0.99365 2.36798 0.1 0.0 -0.3 -0.03
C 1.47277 -1.29926 0.77757 0.0 -0.1 -0.4 0.00
C -4.50190 0.88583 -0.47669 0.0 0.3 0.0 -0.69
C 0.42802 -2.18408 -1.18988 0.2 0.1 0.3 0.00
C -1.80495 -3.31630 -1.13110 0.2 -0.2 0.0 -0.12
C -2.79207 -0.62219 -1.20399 0.1 -0.3 0.0 0.00
C -5.21163 -0.16206 0.08847 0.0 0.1 0.0 -0.13
C 3.82335 1.25928 3.25499 -0.1 0.1 0.1 -0.09
C 4.69017 1.26830 1.01364 -0.4 0.2 0.5 -0.26
C -1.83944 -2.63471 3.00098 0.0 0.1 0.3 -0.07
C -0.67082 -2.39104 0.94067 0.2 0.0 -0.3 -0.21
H 1.56631 2.54837 1.10218 -0.1 0.0 0.0 0.11
H 5.77787 0.56514 2.71851 0.1 -0.1 0.0 0.11
H 4.66266 -0.29064 -2.62713 0.1 0.1 0.4 0.13
H 2.29871 -0.78466 1.24040 0.1 0.1 0.1 0.10
H -2.75864 1.48520 -1.56193 0.0 0.1 0.0 0.10
H 0.43598 -2.36139 -2.25702 0.0 0.0 -0.2 0.12
H -5.23058 -2.27360 0.44065 -0.1 -0.1 0.1 0.12
H 1.83074 2.00563 3.49419 -0.1 0.0 0.1 0.10
H 3.39711 2.11062 -0.47570 0.0 0.0 -0.1 0.12
H -1.73434 -4.39421 -0.94703 0.0 0.2 -0.1 0.14
H -1.85354 -0.77553 -1.71061 0.1 0.0 0.0 0.11
H 0.40394 -1.53180 2.59367 0.0 0.0 0.1 0.11
H 6.68358 1.21164 0.47828 -0.1 0.0 -0.2 0.13
H -1.01872 -3.11589 3.54227 0.0 0.0 0.0 0.10
H -1.85588 -1.56565 3.23493 0.0 0.0 0.0 0.10
H 2.59908 -1.32411 -2.47381 0.0 0.1 0.0 0.13
H -6.15043 0.02276 0.58747 -0.1 0.0 0.0 0.10
H 3.95291 1.03670 4.30374 0.0 0.0 0.1 0.10
H -1.74586 -3.14540 -2.21547 0.0 0.0 0.1 0.13
H -2.78352 -3.08367 3.30500 0.1 0.0 0.0 0.10
```
Positions in Å, forces in eV/Å.

Summary:
SMILES: COc1ccc(/C=N/NC(=S)Nc2ccccc2)cc1COc1ccc(Br)cc1
Charge: 0
Kohn-Sham gap in eV: 7.95
ΔE to the lowest compared entry with this formula, charge and spin in kJ/mol: 0.00
Multiplicity: 1
LUMO in Ha: 0.0002
Highest occupied orbital energy in eV: -7.94

Density functional theory data (wB97M-V/def2-TZVPD) for C4H12GaNO2P as an isolated structure in a non-equilibrium geometry.

Structure (XYZ):
```
21
Properties=species:S:1:pos:R:3:forces:R:3:lowdin_charge:R:1
Ga 0.17604 -1.76630 0.04357 -0.2 -0.1 -0.3 0.20
P -1.30469 -1.93811 1.92041 0.9 -0.6 0.4 0.40
O 2.05575 2.60421 0.27268 -0.2 0.1 0.2 0.09
O 0.87639 4.00139 -0.98455 0.1 -0.6 0.3 0.08
N -0.68027 -2.79455 3.13566 -0.1 0.1 -0.1 -0.46
C 0.37841 0.74421 -1.56453 -0.2 0.1 -0.1 -0.32
C 0.94584 2.92268 -0.44304 0.0 0.4 -0.3 -0.53
C -0.48804 -0.51639 -1.42227 0.1 0.1 -0.2 -0.37
C -0.07858 1.82481 -0.56211 -0.1 0.0 0.0 -0.14
H -1.73822 -0.67069 2.40114 -0.3 0.0 -0.2 -0.10
H -1.53813 -0.21867 -1.28168 0.1 0.0 0.0 0.04
H 0.27057 -3.26761 -0.50578 0.0 0.0 0.1 -0.12
H 1.43679 0.51688 -1.38542 -0.1 0.0 0.0 0.08
H 1.89393 1.78378 0.76150 0.1 -0.1 -0.2 0.10
H 0.25574 -3.08622 2.86780 -0.1 0.0 0.0 -0.12
H -1.01825 2.27645 -0.89887 0.2 -0.1 0.1 0.12
H 0.31940 1.17632 -2.57581 0.0 0.0 0.2 0.11
H -2.55498 -2.49487 1.54136 -0.2 0.3 0.0 -0.10
H -0.25463 1.34027 0.40971 0.1 0.1 -0.1 0.11
H 1.56074 -1.27365 0.67948 0.0 0.2 0.0 -0.11
H -0.46345 -1.08052 -2.36504 0.0 0.0 0.2 0.03
```
Positions in Å, forces in eV/Å.

Summary:
Charge: -1
Kohn-Sham gap in eV: 7.71
Multiplicity: 1
LUMO in Ha: 0.1214
Highest occupied orbital energy in eV: -4.41

Density functional theory data (wB97M-V/def2-TZVPD) for a 9-piece molecular cluster, C31H54Cl16IN2O4 overall in a non-equilibrium geometry.

Structure (XYZ):
```
108
Properties=species:S:1:pos:R:3:forces:R:3:lowdin_charge:R:1
I -1.56504 2.23040 1.85818 0.0 0.0 0.0 1.07
Cl -5.98332 -4.97467 3.64717 0.0 -0.1 0.0 0.57
Cl 7.80382 0.58010 0.27363 0.4 -0.1 -0.1 0.61
Cl 8.79701 3.46650 1.74713 0.0 0.0 0.0 0.55
Cl 3.88763 -5.31247 -0.18633 0.2 -0.2 0.0 0.64
Cl -7.67120 -0.45405 2.50037 0.0 0.0 0.0 0.52
Cl 1.17535 5.80525 -2.25721 0.1 0.2 0.2 0.62
Cl -0.86676 0.03445 -6.15866 0.0 -0.1 -0.1 0.58
Cl -16.93979 -1.89441 2.34786 0.0 0.0 0.0 0.54
Cl 6.59695 -3.53578 0.83907 0.0 0.0 0.0 0.56
Cl 4.19022 5.52996 2.30374 0.0 0.0 0.0 0.59
Cl -15.30260 -4.83130 2.90282 0.0 0.0 0.0 0.54
Cl 0.83456 5.17582 2.73120 0.0 0.0 0.0 0.55
Cl -1.51196 -3.07135 -7.37025 0.0 0.0 0.0 0.56
Cl -4.15467 -5.44804 0.82748 0.0 0.0 0.0 0.56
Cl -10.70499 -1.93170 2.02574 0.0 0.0 0.0 0.54
Cl 2.15946 8.77285 -0.85213 0.0 0.0 0.0 0.60
O 3.66155 1.88784 -2.88181 -0.2 0.0 0.0 0.16
O 4.53293 3.21985 -1.31624 -0.6 0.5 -0.2 0.12
O -0.59082 -3.62810 2.71179 0.1 -0.2 -0.1 0.11
O 0.66550 -4.06293 0.93445 -0.3 0.5 -0.3 -0.01
N -0.45029 1.73380 -3.27293 0.1 0.2 0.1 0.01
N 0.09771 2.30067 0.65525 0.1 0.0 0.1 -0.45
C 3.54923 2.44698 -1.82894 0.6 -0.1 -0.1 -0.46
C 4.04771 -0.47179 1.36421 0.2 0.0 -1.0 -0.18
C 1.46078 -3.12270 0.18030 -0.1 0.0 0.1 -0.21
C 1.66541 6.40355 1.72808 0.0 0.1 -0.1 -0.65
C -1.53613 -1.35221 -5.25320 -0.1 0.0 0.1 -0.64
C 2.92052 5.86301 1.09689 0.0 0.0 0.0 -0.67
C -3.54250 -4.97129 2.43788 0.1 -0.1 0.1 -0.67
C 6.58763 -4.90415 -0.30480 0.1 -0.1 0.0 -0.65
C -15.27007 -2.09671 2.93633 0.1 0.1 0.0 -0.67
C -14.59370 -3.29922 2.33069 0.1 0.0 0.0 -0.68
C 1.05750 2.44355 -1.50740 0.4 0.4 -0.4 -0.12
C -0.44190 -3.54056 1.52118 -0.2 0.2 0.7 -0.53
C 2.84613 7.99399 -2.30104 0.0 0.0 0.0 -0.64
C -8.07461 -2.17897 2.72922 0.1 -0.1 0.0 -0.68
C -0.96740 -2.66527 -5.72771 0.0 -0.1 0.0 -0.67
C 1.31122 2.21022 1.21219 0.1 -0.2 0.1 -0.14
C 3.77263 2.07472 1.17782 -0.3 -0.1 -0.3 -0.13
C 2.45902 2.23546 0.44764 0.4 0.0 0.0 -0.13
C -4.32153 -5.61706 3.55235 0.1 0.0 0.1 -0.64
C 8.46256 2.02355 -0.53962 0.0 0.0 -0.1 -0.64
C 2.33807 2.37784 -0.94368 -0.4 0.0 0.4 0.01
C 2.93679 -1.10042 0.51538 0.1 -0.2 0.2 -0.20
C 2.45692 -2.42867 1.10032 -0.1 0.4 -0.5 -0.17
C -0.03544 2.42207 -0.66787 -0.4 0.0 -0.1 -0.10
C 9.50725 2.71599 0.29598 0.1 0.1 0.0 -0.66
C 1.79912 7.26125 -3.09722 0.0 0.1 -0.2 -0.61
C -1.52022 -2.91978 0.66338 0.3 0.1 -0.4 0.01
C 5.34053 -4.92427 -1.14798 0.0 0.0 -0.1 -0.63
C -9.10223 -2.65932 1.73904 0.0 -0.1 0.0 -0.66
C 0.76243 2.54170 -2.98528 -0.2 -1.2 -0.5 -0.20
C 4.56652 0.83274 0.74088 0.0 0.1 0.5 -0.20
H -14.65765 -3.28576 1.24565 -0.1 0.0 0.0 0.07
H 7.46031 -4.79059 -0.94543 0.0 0.0 0.0 0.08
H 3.27548 8.78600 -2.91160 0.0 0.0 0.0 0.08
H 9.97032 3.51285 -0.28360 0.0 0.0 0.0 0.08
H -1.03555 2.47564 -1.07479 0.0 0.0 0.0 0.12
H -8.41688 -2.30849 3.75284 0.0 0.1 0.0 0.07
H -13.54250 -3.30984 2.61519 0.0 0.0 0.0 0.04
H 3.32054 6.60007 0.40615 0.0 0.1 0.0 0.03
H 1.87715 7.25836 2.36474 0.0 -0.1 0.1 0.08
H 1.37437 2.07943 2.28166 -0.1 0.1 0.0 0.12
H 5.17483 -3.96547 -1.63373 0.0 0.0 0.1 0.07
H -2.07407 -3.70418 0.14326 0.0 0.0 0.1 0.06
H 0.94931 7.90200 -3.31567 -0.1 0.0 0.1 0.08
H 0.11989 -2.64982 -5.72823 0.0 0.0 0.0 0.07
H 0.96634 6.71219 0.95326 0.0 -0.1 0.0 0.04
H 3.33191 -3.06917 1.19695 -0.1 -0.1 0.4 0.07
H -4.38316 -6.69510 3.43015 -0.1 0.0 -0.1 0.07
H 3.64690 7.32965 -1.98256 0.0 0.0 0.0 0.06
H 5.04876 3.53203 -2.07762 0.3 -0.3 0.1 0.15
H 0.61803 3.56690 -3.32249 -0.1 0.0 0.2 0.06
H 4.87999 -1.17886 1.32592 0.0 -0.1 0.4 0.08
H 10.28184 2.02477 0.61735 0.0 0.0 0.0 0.07
H -9.22027 -3.73771 1.83135 0.0 0.0 0.1 0.08
H 3.55261 1.99007 2.24303 0.1 0.0 0.0 0.12
H 7.63115 2.68969 -0.76063 0.0 0.0 0.1 0.06
H 1.94708 -3.71376 -0.58658 0.1 0.1 0.0 0.07
H -14.72443 -1.19540 2.66105 0.0 0.0 0.0 0.07
H 4.55848 0.68422 -0.34173 0.0 0.2 -0.1 0.10
H -0.38432 1.38012 -4.22586 -0.2 0.3 0.1 -0.02
H -2.50261 -5.28142 2.48980 0.0 0.0 0.0 0.06
H 0.83690 -2.38153 -0.32572 -0.1 0.0 0.1 0.10
H 5.61504 1.00055 0.99862 -0.4 0.0 0.1 0.03
H 8.89913 1.68712 -1.47861 0.0 0.0 0.0 0.08
H 1.99085 -2.24552 2.06990 0.1 -0.2 0.1 0.13
H -1.30447 -3.46537 -5.07019 0.0 0.0 0.0 0.07
H -2.61744 -1.32450 -5.35758 0.0 0.0 -0.1 0.07
H -3.58327 -3.88861 2.50749 0.0 0.0 0.0 0.06
H 3.72782 -0.33509 2.39821 0.1 0.0 0.1 0.12
H 2.72713 4.94325 0.54941 0.0 0.0 0.0 0.03
H -1.12460 -2.24710 -0.09649 0.0 -0.1 -0.1 0.06
H -7.15177 -2.73884 2.59952 0.0 0.0 -0.1 0.01
H 4.33883 2.99610 1.05574 0.2 -0.1 -0.1 0.08
H 2.22414 6.91657 -4.03802 0.0 0.0 0.0 0.08
H 5.42775 -5.69128 -1.91549 0.0 0.0 0.0 0.08
H -0.43732 0.89700 -2.69681 0.1 0.0 0.0 0.06
H -2.19935 -2.35311 1.29155 0.0 -0.1 0.1 0.08
H 6.69428 -5.82065 0.26943 0.0 0.0 0.1 0.07
H 2.10529 -0.39630 0.39102 -0.1 -0.1 0.0 0.10
H -15.30332 -2.16522 4.02062 -0.1 0.0 0.0 0.07
H 1.58903 2.11902 -3.54846 0.3 0.3 0.2 0.11
H -3.84140 -5.40211 4.50507 0.0 0.1 0.0 0.08
H -1.28513 -1.20094 -4.20346 0.0 0.0 0.0 0.06
H 3.33446 -1.29927 -0.48668 0.0 0.2 0.0 0.13
H -8.80999 -2.42950 0.71773 0.0 0.1 0.0 0.07
```
Positions in Å, forces in eV/Å.

Summary:
Charge: +1
Kohn-Sham gap in eV: 6.96
Multiplicity: 1
LUMO in Ha: -0.1648
Highest occupied orbital energy in eV: -11.45

> Which formula does entry 4 have?

C31H54Cl16IN2O4

> Which formula does entry 4 have?

C31H54Cl16IN2O4